95
Properties=species:S:1:pos:R:3 method="wB97M-V/def2-TZVPD" spin_multiplicity=5 de_lowest_ev=0.000 s_squared=6.03 charge=+4 orbital_gap_ev="7.131 / 4.693"
Os -0.027 0.061 -0.260
N -1.769 -0.413 -2.622
P -0.598 -1.455 -2.008
C 0.645 -1.734 -3.252
C 1.579 -2.751 -3.023
C 2.572 -2.988 -3.957
C 2.633 -2.220 -5.117
C 1.704 -1.213 -5.347
C 0.710 -0.960 -4.412
C -1.254 -3.018 -1.485
C -1.289 -3.337 -0.127
C -1.834 -4.542 0.287
C -2.347 -5.421 -0.658
C -2.308 -5.110 -2.014
C -1.754 -3.913 -2.435
P -2.028 0.718 -1.386
C -3.620 0.477 -0.640
C -3.743 -0.320 0.497
C -4.997 -0.608 1.007
C -6.128 -0.100 0.379
C -6.012 0.691 -0.758
C -4.760 0.984 -1.275
C -1.886 2.343 -2.096
C -2.610 3.410 -1.552
C -2.488 4.671 -2.110
C -1.647 4.875 -3.198
C -0.919 3.819 -3.734
C -1.033 2.554 -3.186
H -2.445 -0.637 -3.346
H 1.503 -3.378 -2.141
H 3.280 -3.791 -3.802
H 3.396 -2.424 -5.857
H 1.739 -0.641 -6.264
H -0.027 -0.192 -4.606
H -0.868 -2.651 0.604
H -1.855 -4.804 1.336
H -2.775 -6.362 -0.338
H -2.702 -5.807 -2.741
H -1.706 -3.685 -3.494
H -2.858 -0.720 0.982
H -5.097 -1.227 1.889
H -7.109 -0.326 0.775
H -6.897 1.077 -1.245
H -4.677 1.600 -2.162
H -3.284 3.249 -0.721
H -3.065 5.494 -1.710
H -1.569 5.860 -3.638
H -0.280 3.983 -4.591
H -0.485 1.728 -3.621
C 4.075 0.089 -1.679
C 2.727 0.293 -1.475
N 2.116 -0.083 -0.335
C 2.848 -0.659 0.637
C 4.210 -0.902 0.510
C 4.820 -0.531 -0.688
C 4.895 -1.676 1.574
C 6.060 -1.494 2.200
C 7.070 -0.430 2.073
C 8.271 -0.565 2.784
C 9.191 0.463 2.638
N 8.837 1.455 1.863
C 7.724 1.620 1.181
N 6.844 0.644 1.310
H 4.525 0.389 -2.615
H 2.107 0.744 -2.240
H 2.319 -0.944 1.540
H 5.867 -0.746 -0.851
H 4.348 -2.563 1.881
H 6.334 -2.250 2.925
H 8.489 -1.416 3.415
H 10.164 0.495 3.123
H 7.555 2.495 0.569
Te -0.395 1.617 1.912
C -0.700 0.274 3.486
C -0.534 0.789 4.769
C -0.752 -0.042 5.859
C -1.120 -1.368 5.665
C -1.275 -1.873 4.381
C -1.069 -1.052 3.281
C -2.150 2.749 2.034
C -3.275 2.225 2.660
C -4.384 3.044 2.810
C -4.348 4.360 2.363
C -3.205 4.873 1.762
C -2.088 4.068 1.594
H -0.252 1.822 4.931
H -0.637 0.350 6.861
H -1.292 -2.009 6.519
H -1.570 -2.904 4.236
H -1.220 -1.443 2.283
H -3.293 1.208 3.031
H -5.271 2.660 3.297
H -5.211 4.998 2.504
H -3.174 5.907 1.445
H -1.189 4.477 1.148


14
Properties=species:S:1:pos:R:3 method="wB97M-V/def2-TZVPD" spin_multiplicity=1 de_lowest_ev=0.527 smiles="C[C@](Cl)([N+](=O)[O-])C(O)(Cl)Cl" orbital_gap_ev=10.981
C -0.317 0.611 1.494
C -0.283 -0.172 0.206
C 0.290 0.614 -0.990
N 0.323 -1.639 0.215
O 1.331 -1.702 0.834
O -0.244 -2.483 -0.354
O 0.253 -0.287 -2.059
Cl -2.121 -0.548 -0.126
Cl -0.653 2.114 -1.280
Cl 1.912 1.063 -0.442
H -0.054 0.043 2.388
H -1.277 0.949 1.566
H 0.383 1.410 1.514
H 0.458 0.029 -2.965


32
Properties=species:S:1:pos:R:3 method="wB97M-V/def2-TZVPD" spin_multiplicity=1 de_lowest_ev=0.727 charge=+1 orbital_gap_ev=8.326
C -4.674 0.067 0.033
C -3.976 -0.888 -0.745
C -3.968 0.850 0.950
C -2.608 -1.157 -0.498
C -2.576 0.770 0.971
C -1.927 -0.232 0.356
C 2.453 -0.224 -0.826
C 1.825 1.561 0.725
C 2.795 0.732 0.045
C 0.982 -0.503 -1.125
C 4.260 0.952 0.310
C 0.615 0.503 -2.262
C 0.598 -1.666 1.600
N 0.651 1.169 1.103
P 0.204 -0.326 0.460
H -5.692 0.035 0.103
H -4.516 -1.658 -1.316
H -4.347 1.371 1.790
H -2.081 -2.083 -0.720
H -2.006 1.295 1.718
H 3.044 -0.802 -1.490
H 2.228 2.573 1.173
H 0.988 -1.616 -1.325
H 4.901 0.526 -0.470
H 4.465 0.545 1.272
H 4.514 2.025 0.118
H 0.599 1.476 -1.810
H -0.293 0.397 -2.925
H 1.455 0.396 -3.070
H 0.233 -1.449 2.707
H 1.596 -1.935 1.721
H 0.257 -2.705 1.429


11
Properties=species:S:1:pos:R:3 method="wB97M-V/def2-TZVPD" spin_multiplicity=1 de_lowest_ev=1.251 smiles="IN1C=COC=C1" orbital_gap_ev="7.267 / 7.268"
C 0.265 -1.133 0.417
C 0.293 1.164 0.260
C -0.795 -1.113 -0.401
C -0.930 1.076 -0.322
N 1.031 0.102 0.822
O -1.546 -0.043 -0.763
I 3.053 -0.003 0.054
H 0.709 -2.108 0.745
H 0.821 2.159 0.545
H -1.302 -1.958 -0.736
H -1.598 1.855 -0.623


54
Properties=species:S:1:pos:R:3 method="wB97M-V/def2-TZVPD" spin_multiplicity=1 charge=-2 orbital_gap_ev=7.930
Mg -0.037 -0.224 0.264
O 1.411 1.123 -1.076
C 0.889 2.067 -2.001
C -0.312 2.802 -1.432
N -1.242 1.885 -0.807
C -1.826 2.424 0.403
C -0.818 2.423 1.558
O -1.051 3.119 2.545
O 0.178 1.633 1.408
C -2.203 1.266 -1.693
C -2.816 0.014 -1.038
O -3.937 -0.332 -1.401
O -2.076 -0.546 -0.170
H 1.367 1.513 -0.183
H 0.628 1.501 -2.895
H 1.666 2.794 -2.273
H -0.790 3.402 -2.226
H 0.037 3.502 -0.668
H -2.639 1.763 0.714
H -2.246 3.433 0.277
H -1.685 0.938 -2.601
H -3.017 1.945 -1.991
N 4.090 -0.440 5.061
C 3.893 -0.645 3.934
N 3.819 -0.928 2.659
C 2.766 -0.717 1.937
N 1.917 -0.565 1.158
O 0.780 -0.929 -3.551
C -0.097 -1.872 -3.930
C -0.420 -1.973 -5.284
C -1.318 -2.935 -5.712
C -1.907 -3.808 -4.802
C -1.575 -3.702 -3.460
C -0.677 -2.747 -3.003
C -0.366 -2.658 -1.525
O -0.720 -3.553 -0.772
O 0.317 -1.614 -1.191
H 0.833 -1.029 -2.551
H 0.043 -1.283 -5.977
H -1.567 -2.999 -6.766
H -2.622 -4.550 -5.135
H -2.012 -4.353 -2.715
N -1.511 0.095 5.506
C -1.566 -0.745 4.403
C -0.751 -0.479 3.290
N -0.821 -1.216 2.205
C -1.650 -2.272 2.216
C -2.398 -2.548 3.336
N -2.383 -1.781 4.435
H -1.224 1.040 5.299
H -2.335 0.036 6.083
H -0.078 0.370 3.271
H -1.700 -2.860 1.309
H -3.060 -3.405 3.343


7
Properties=species:S:1:pos:R:3 method="wB97M-V/def2-TZVPD" spin_multiplicity=1 de_lowest_ev=2.220 charge=-1 orbital_gap_ev="8.329 / 8.329"
N -1.360 -0.259 -0.627
O 0.726 -0.679 1.691
O 1.760 0.093 -0.404
O 0.349 1.695 0.993
S 0.711 0.368 0.621
H -1.230 -0.029 -1.605
H -0.955 -1.189 -0.669


50
Properties=species:S:1:pos:R:3 method="wB97M-V/def2-TZVPD" spin_multiplicity=1 de_lowest_ev=0.000 smiles="C[C@@H]1CCO[C@H]2Cn3cc(-c4nnc(Cc5c(Cl)ccc(Cl)c5F)s4)c(=O)c(O)c3C(=O)N12" orbital_gap_ev=8.155
O 0.545 -3.196 -1.440
O 4.502 0.114 -2.475
F -6.574 -0.609 -0.021
Cl -7.961 0.593 2.224
Cl -5.193 -5.000 2.458
N -2.332 -0.887 0.396
N -3.560 -1.377 0.569
O 2.940 -2.190 -2.445
O 3.226 3.776 0.148
S -2.469 -2.913 -1.150
C 0.743 -1.980 -1.293
C 3.635 0.629 -1.739
C -1.605 -1.572 -0.445
C -3.832 -2.447 -0.149
C 2.062 -1.384 -1.726
C -0.260 -1.075 -0.723
C 0.097 0.237 -0.465
C 2.344 -0.036 -1.436
C -7.617 -1.834 3.232
C -6.988 -3.100 3.298
C -6.611 -1.436 1.064
C -7.334 -1.005 2.168
C -6.158 -3.517 2.227
C -5.979 -2.702 1.095
N 1.373 0.695 -0.720
N 3.956 1.861 -1.157
C -5.154 -3.132 -0.106
C 4.576 4.214 0.376
C 1.648 2.121 -0.385
C 6.256 1.622 -0.384
C 5.371 3.911 -0.895
C 3.128 2.367 -0.068
C 5.295 2.459 -1.271
H 2.608 -3.110 -2.390
H -0.682 0.884 -0.063
H -8.179 -1.432 4.061
H -7.137 -3.722 4.186
H -4.908 -4.209 -0.058
H -5.714 -2.963 -1.033
H 4.630 5.274 0.594
H 5.001 3.652 1.222
H 1.371 2.729 -1.276
H 1.040 2.452 0.450
H 5.872 1.539 0.632
H 7.241 2.117 -0.379
H 6.385 0.638 -0.798
H 5.010 4.579 -1.693
H 6.413 4.193 -0.757
H 3.427 1.842 0.820
H 5.551 2.333 -2.280


21
Properties=species:S:1:pos:R:3 method="wB97M-V/def2-TZVPD" spin_multiplicity=1 de_lowest_ev=2.594 orbital_gap_ev=10.272
C -2.321 -1.336 -0.098
C 1.341 -1.374 -0.730
C 0.117 -1.309 0.136
O -1.071 -0.974 -0.661
N -0.062 -1.737 1.303
H 0.767 -2.089 1.768
H -2.463 -2.418 -0.111
H -2.372 -1.008 0.944
H -3.100 -0.817 -0.656
H 1.090 -1.183 -1.770
H 2.030 -0.592 -0.410
H 1.835 -2.336 -0.609
C 0.787 2.368 -0.882
C 0.086 1.519 0.133
C 0.309 1.576 1.436
H -0.718 0.787 -0.314
H 0.690 1.936 -1.880
H 1.852 2.447 -0.666
H 0.369 3.376 -0.915
H -0.242 0.955 2.128
H 1.078 2.210 1.856


11
Properties=species:S:1:pos:R:3 method="wB97M-V/def2-TZVPD" spin_multiplicity=1 charge=+1 orbital_gap_ev=3.024
Al -2.668 4.396 1.563
Al 3.450 -0.037 0.433
Al -3.024 -1.053 1.936
Br 1.154 0.151 2.330
Br -2.767 -1.627 -3.873
Br 5.240 1.018 -0.642
Br 0.452 3.873 -2.859
Br -2.036 -2.501 -1.496
Br 3.062 -2.256 0.075
Br -1.322 1.138 -0.307
Br -1.541 -3.105 2.841


71
Properties=species:S:1:pos:R:3 method="wB97M-V/def2-TZVPD" spin_multiplicity=5 s_squared=6.06 charge=-2 orbital_gap_ev="2.902 / 3.495"
C -2.704 -3.292 0.809
C -2.702 -1.964 0.045
C -1.207 -3.734 0.980
C -0.439 -2.860 -0.050
H -1.160 -4.813 0.727
H -0.930 -3.543 2.038
C -1.541 -2.127 -0.904
H -2.510 -1.127 0.736
H -3.667 -1.818 -0.462
C -1.026 -0.875 -1.586
H -1.855 -2.835 -1.680
H 0.117 -3.539 -0.697
C 0.555 -1.937 0.570
C -3.515 -3.157 2.095
C -3.508 -4.367 0.070
O -3.300 -5.567 0.112
O -3.307 -2.291 2.940
O -4.394 -4.160 2.280
O -4.534 -3.858 -0.633
C -5.400 -4.871 -1.156
H -6.223 -4.342 -1.618
H -5.752 -5.507 -0.329
H -4.869 -5.478 -1.900
C -5.213 -4.046 3.443
H -4.590 -4.049 4.346
H -5.865 -4.920 3.425
H -5.807 -3.118 3.421
O -0.285 -0.088 -0.675
H -1.871 -0.245 -1.895
H -0.398 -1.233 -2.443
C 1.903 -1.840 -0.031
C 0.325 -1.438 1.923
H 0.687 -2.207 2.620
H -0.753 -1.241 2.113
H 0.893 -0.508 2.104
H 2.391 -0.869 0.155
H 1.908 -2.008 -1.121
H 2.537 -2.629 0.431
Mn 0.234 1.551 -0.728
C 2.087 2.097 -1.867
C 1.528 0.887 -2.385
C 0.228 1.218 -2.912
H 2.048 -0.056 -2.509
C -0.019 2.591 -2.690
C 1.133 3.135 -2.061
H 1.355 4.197 -1.940
H 3.076 2.193 -1.470
H -0.407 0.578 -3.537
H -0.870 3.158 -3.048
C 0.693 2.298 1.268
C 0.477 3.428 0.419
C -0.853 3.342 -0.123
H 1.161 4.289 0.327
C -1.490 2.189 0.460
C -0.537 1.526 1.334
H -0.774 0.803 2.117
H 1.588 2.157 1.877
H -1.365 4.105 -0.724
H -2.529 1.898 0.332
F 7.312 7.377 -0.927
C 6.643 6.256 -0.588
C 7.345 5.125 -0.168
F 8.694 5.149 -0.104
C 6.656 3.982 0.210
F 7.342 2.890 0.588
C 5.239 3.908 0.206
S 4.417 2.557 0.726
C 4.571 5.071 -0.257
F 3.219 5.081 -0.305
C 5.244 6.220 -0.645
F 4.562 7.303 -1.077


16
Properties=species:S:1:pos:R:3 method="wB97M-V/def2-TZVPD" spin_multiplicity=1 de_lowest_ev=0.581 smiles=CC.CC orbital_gap_ev=12.425
C -1.451 -0.618 1.549
C -0.269 0.287 1.943
H -2.206 -0.603 2.342
H -1.998 -0.354 0.650
H -1.176 -1.673 1.613
H -0.248 1.152 1.292
H -0.272 0.503 3.013
H 0.632 -0.334 1.916
C 0.901 -0.256 -1.186
C 0.826 0.724 -2.381
H 1.524 -1.124 -1.392
H 1.368 0.109 -0.274
H -0.115 -0.580 -0.982
H 1.400 1.620 -2.152
H -0.202 0.886 -2.697
H 1.285 0.262 -3.255